The molecule C4H8N2O at a distorted geometry. Source: the OMol25 dataset; level of theory: wB97M-V/def2-TZVPD.

```
15
Properties=species:S:1:pos:R:3:forces:R:3
C -1.822 0.841 0.625 1.07 -0.95 0.52
N -0.501 0.055 0.744 0.43 -1.37 0.15
C 0.122 -0.184 -0.522 0.07 -0.21 -0.02
C -0.387 -1.449 -1.084 -0.11 -0.91 -0.59
N -0.764 -2.480 -1.443 0.22 0.76 0.24
C 1.653 -0.205 -0.400 0.00 -0.36 -0.16
O 2.152 1.051 -0.027 -0.03 0.11 0.17
H -2.393 0.528 -0.286 0.85 0.93 0.40
H -2.487 0.612 1.470 0.59 0.31 0.00
H -0.858 1.430 0.867 -3.03 2.78 -0.85
H -0.452 -0.647 1.448 -0.02 -0.97 0.00
H -0.152 0.643 -1.198 0.06 -0.20 0.22
H 2.095 -0.444 -1.370 -0.07 0.00 0.08
H 1.944 -0.996 0.307 -0.02 0.10 -0.07
H 1.850 1.244 0.869 -0.02 -0.02 -0.09
```
Forces are in eV/Å.

* SMILES: CN[C@H](C#N)CO
* max |F|: 4.20 eV/Å
* relative energy (zero: lowest compared OMol25 entry of this formula, charge and spin): 426.2 kJ/mol
* Kohn-Sham gap: 9.817 eV
* total charge: 0
* calculated total energy: -341.841308 hartree
* HOMO: -9.1 eV

The molecule CH2O3S at a distorted geometry. Source: the OMol25 dataset; level of theory: wB97M-V/def2-TZVPD.

```
7
Properties=species:S:1:pos:R:3:forces:R:3
C 1.175 0.334 0.127 -1.88 -1.68 -0.28
O -1.247 1.396 -0.088 -0.30 1.29 -1.18
O 1.867 -0.633 0.025 -0.45 2.02 0.07
O -1.368 -1.189 0.052 1.14 0.89 0.13
S -0.787 0.277 0.685 0.58 -2.34 1.04
H 1.157 1.424 -0.180 1.05 -0.60 0.01
H -0.796 -1.609 -0.620 -0.15 0.41 0.21
```
Forces are in eV/Å.

* max |F|: 2.62 eV/Å
* relative energy (zero: lowest compared OMol25 entry of this formula, charge and spin): 90.8 kJ/mol
* Kohn-Sham gap: 8.815 eV
* total charge: 0
* calculated total energy: -663.138301 hartree
* HOMO: -9.3 eV

A structure of composition BrH10O5Pt. Source: the OMol25 dataset; level of theory: wB97M-V/def2-TZVPD.

```
17
Properties=species:S:1:pos:R:3:forces:R:3
Pt 1.937 18.884 -17.702 -0.45 -0.39 -0.08
Br -0.546 17.754 -17.806 0.48 0.26 0.15
O 1.391 20.838 -16.882 -0.08 0.19 0.01
H 0.791 21.016 -16.158 -0.41 -0.22 0.43
H 1.738 21.697 -17.123 0.34 0.34 -0.36
O 1.632 19.439 -19.934 -0.01 -0.46 0.32
H 1.728 20.156 -20.560 0.16 0.63 -0.10
H 1.021 18.833 -20.354 -0.36 -0.32 -0.24
O 4.023 19.500 -18.203 0.22 0.10 0.00
H 4.834 19.152 -17.832 0.32 -0.33 0.39
H 4.306 20.223 -18.762 -0.07 0.45 -0.36
O 2.750 18.056 -15.767 -0.17 -0.10 0.12
H 2.330 17.321 -15.320 -0.41 -0.34 0.20
H 3.451 18.328 -15.174 0.39 0.49 0.20
O 2.801 16.899 -18.241 -0.03 -0.02 -0.71
H 3.034 16.072 -17.820 -0.10 -0.35 0.58
H 3.311 16.908 -19.051 0.19 0.05 -0.55
```
Forces are in eV/Å.

* max |F|: 0.71 eV/Å
* 2S+1: 4
* Kohn-Sham gap (spin up / spin down): 10.570 / 7.019 eV
* total charge: +2
* calculated total energy: -3074.801858 hartree
* HOMO (spin up / spin down): -17.8 / -18.6 eV

The highest calculated total energy belongs to which entry? C4H8N2O

Look up the calculated total energy of the first one. -341.841308 hartree

Which formula does entry 2 have? CH2O3S